No. 1
ORCA calculation (ωB97M-V/def2-TZVPD) on the molecule C13H10N6O7 in a non-equilibrium geometry.

Geometry as XYZ:
```
36
Properties=species:S:1:pos:R:3:forces:R:3
O 2.156156 -5.724388 0.925783 0.96 1.84 -0.74
N 2.821604 -4.846042 0.342273 0.54 -0.92 -0.58
O 3.847122 -5.110265 -0.331706 -1.68 0.54 1.02
C 2.406305 -3.440498 0.401368 1.14 -0.13 -0.98
C 2.959110 -2.506337 -0.501569 -0.35 -1.07 1.29
C 2.617908 -1.156694 -0.472596 -0.56 0.61 0.51
N 3.521163 -0.272591 -1.174396 0.48 -0.14 -1.78
O 4.374331 -0.819324 -1.926622 -1.31 1.11 1.47
O 3.401157 0.972716 -1.128460 -0.40 -1.60 0.69
C 1.610104 -0.567645 0.581138 2.91 -0.73 0.22
C 1.205668 -1.624686 1.544222 -2.58 -0.80 0.13
N 0.156199 -1.536234 2.404456 1.17 -1.25 -0.90
O -0.463976 -0.602156 2.899752 0.00 -0.40 -0.35
O -0.216838 -2.922374 2.697812 0.05 1.96 1.50
N 0.694378 -3.779228 2.204672 1.47 2.33 -2.74
C 1.480523 -2.981106 1.382526 -1.28 -3.44 1.46
H 3.742598 -2.842509 -1.192547 -0.50 0.19 0.35
H 2.249337 0.048004 1.226888 -0.57 1.20 -0.65
C -4.546281 4.366458 -1.117577 0.20 0.26 0.35
C -3.396832 3.668123 -0.395197 0.44 0.42 1.07
O -2.913672 4.070699 0.661644 -0.94 -0.48 -1.76
N -2.910232 2.519990 -1.032897 0.66 -0.46 0.19
C -1.808123 1.750944 -0.623432 -0.13 -0.25 0.16
C -1.476354 0.569341 -1.324065 0.63 -0.42 0.09
C -0.362004 -0.199051 -0.960197 -0.30 0.25 0.29
N 0.417539 0.166483 0.108390 -0.72 1.23 -0.69
C 0.079957 1.270010 0.819752 -0.42 0.00 -0.35
C -1.021713 2.049896 0.498278 0.27 0.05 0.31
H -5.427528 3.729623 -1.288375 0.46 0.04 0.00
H -4.833956 5.189053 -0.465058 -0.11 -0.08 -0.01
H -4.217236 4.827692 -2.060519 -0.01 -0.41 0.16
H -3.379630 2.229008 -1.885150 0.18 0.09 0.29
H -2.125235 0.257463 -2.146895 0.48 -0.09 0.19
H -0.077393 -1.133732 -1.472443 -0.11 0.69 0.29
H 0.732803 1.498458 1.665044 -0.38 -0.02 -0.36
H -1.296956 2.880901 1.135702 0.28 -0.14 -0.17
```
Positions in Å, forces in eV/Å.

Results
Kohn-Sham gap = 0.2276 hartree
E_HOMO = -0.287 Eh

***

No. 2
ORCA calculation (ωB97M-V/def2-TZVPD) on a structure of composition C2H4I3NO in a non-equilibrium geometry.

Geometry as XYZ:
```
11
Properties=species:S:1:pos:R:3:forces:R:3
C 0.485188 0.636156 -1.144541 1.98 -2.75 -1.30
C -0.973556 0.327595 0.832718 -0.43 0.13 2.43
N -0.528580 1.059207 -0.312052 -0.82 1.10 -0.35
O 1.881010 0.287923 -0.309410 -2.07 0.53 -1.35
I -1.446340 -1.767895 0.412305 0.03 0.76 0.06
I -0.063862 3.000698 0.278378 -0.34 -0.05 0.18
I 2.371905 -1.591800 0.154188 -0.19 0.70 -0.38
H 0.720778 1.459415 -1.840173 0.51 -0.48 0.62
H 0.253451 -0.280994 -1.862290 0.30 1.45 2.11
H -1.989409 0.719013 1.332072 2.48 -0.56 -1.48
H -0.112484 0.409565 1.585115 -1.46 -0.84 -0.56
```
Positions in Å, forces in eV/Å.

Results
Kohn-Sham gap = 0.2938 hartree
E_HOMO = -0.325 Eh

***

No. 3
ORCA calculation (ωB97M-V/def2-TZVPD) on the molecule C8H8N4O in a non-equilibrium geometry.

Geometry as XYZ:
```
21
Properties=species:S:1:pos:R:3:forces:R:3
C -3.872005 0.276999 0.020389 -0.75 -1.73 -0.07
C -3.055233 1.358151 -0.166617 1.16 -1.70 0.76
C -3.280305 -1.007222 0.264310 -2.23 2.49 1.03
C -1.675346 1.221788 -0.030383 -0.21 -1.55 -0.63
C -1.958700 -1.162146 0.396340 2.78 0.44 -1.80
C -1.122098 -0.068072 0.119646 -1.68 1.99 0.24
C 2.203505 0.310239 -0.150850 10.84 2.64 2.23
C 4.529852 -0.176442 0.051510 1.69 -1.23 1.47
N 1.041824 0.851378 -0.108425 -1.60 1.38 -0.39
N 0.806520 -1.333254 0.058587 1.51 -0.84 -0.28
N 3.668255 0.969049 0.144300 -6.47 -2.38 -1.37
N 0.283653 -0.190184 -0.008095 -1.76 -0.51 0.78
O 2.172057 -1.036959 -0.048140 -2.30 -0.48 -0.36
H -4.984419 0.304332 -0.050805 1.09 0.25 0.05
H -3.328936 2.315883 -0.422675 -1.32 1.87 -0.36
H -3.914093 -1.759758 0.641979 -0.76 -1.11 -0.34
H -1.159946 2.131393 -0.223912 1.10 0.11 0.07
H -1.489264 -2.119117 0.350573 0.05 -0.69 0.75
H 5.632196 0.028870 0.245672 -1.47 0.38 0.14
H 4.549299 -0.558205 -0.930785 0.03 -0.69 -1.55
H 4.271016 -1.108345 0.679886 0.29 1.35 -0.36
```
Positions in Å, forces in eV/Å.

Results
Kohn-Sham gap (spin up / spin down) = 0.2242 / 0.2270 hartree
E_HOMO (spin up / spin down) = -0.266 / -0.268 Eh

***

No. 4
ORCA calculation (ωB97M-V/def2-TZVPD) on a structure of composition C43H35N5O5P2PtSe2.

Geometry as XYZ:
```
93
Properties=species:S:1:pos:R:3:forces:R:3
Pt 1.406417 -2.925719 1.297870 0.04 0.07 -0.31
C -0.525572 -5.907061 -1.504425 -0.06 -0.07 0.01
O 0.600504 -5.748679 -2.362989 -0.04 0.06 -0.01
C 1.839049 -5.768048 -1.788210 0.11 -0.08 -0.08
C 2.788827 -6.578730 -2.360708 -0.03 0.01 0.02
C 4.103127 -6.609846 -1.880973 0.00 0.00 0.02
C 4.435029 -5.821958 -0.812347 -0.04 0.00 -0.01
C 3.490106 -4.969108 -0.200679 0.00 0.05 0.01
C 3.987023 -4.184030 0.900897 -0.01 -0.05 -0.02
N 3.309014 -3.331301 1.578436 0.05 -0.05 0.07
N 3.928127 -2.681915 2.645471 -0.19 0.13 -0.02
C 3.069586 -1.903315 3.233964 0.09 -0.14 -0.02
O 1.824794 -1.748395 2.868410 -0.20 0.04 0.02
C 3.489023 -1.138329 4.430537 0.06 -0.02 -0.02
C 2.580608 -0.949458 5.466719 0.01 0.06 0.03
C 2.955331 -0.227953 6.589881 0.01 -0.01 -0.01
C 4.232446 0.309836 6.677903 -0.01 0.01 0.01
C 5.139578 0.118925 5.643842 0.01 0.00 -0.01
C 4.772137 -0.609665 4.523217 0.01 -0.01 0.02
C 2.160753 -4.915880 -0.696091 0.03 0.10 0.07
O 1.197262 -4.136643 -0.266496 0.12 -0.01 0.03
H -1.296097 -6.392896 -2.101450 0.00 0.00 0.00
H -0.887922 -4.945350 -1.144313 0.01 -0.02 -0.01
H -0.277913 -6.545208 -0.652520 -0.01 0.03 0.00
H 2.482203 -7.192647 -3.197920 0.01 0.00 -0.01
H 4.836673 -7.257126 -2.341046 0.00 0.00 0.00
H 5.441887 -5.839340 -0.412742 0.00 0.00 0.00
H 5.020426 -4.324024 1.206144 0.01 0.00 -0.01
H 1.585163 -1.364459 5.386906 0.00 -0.01 -0.02
H 2.247418 -0.087503 7.396146 0.01 0.01 0.01
H 4.522357 0.875952 7.553866 0.00 0.00 0.00
H 6.135928 0.536282 5.712215 0.00 0.00 0.00
H 5.469328 -0.774568 3.712521 0.00 -0.01 0.00
Se -3.495414 3.928374 1.429426 -0.02 0.02 0.04
P -2.055533 3.144106 0.130991 0.01 -0.02 -0.01
C -0.362329 3.786258 0.307296 -0.04 0.00 0.01
C 0.718164 3.104853 -0.257549 0.01 0.00 0.04
C 2.002618 3.596451 -0.102911 0.00 0.01 0.01
C 2.214847 4.765600 0.621320 0.00 -0.01 -0.01
C 1.143198 5.440467 1.182505 -0.01 0.01 0.00
C -0.148994 4.951632 1.025505 0.01 0.02 0.03
C -2.473725 3.407517 -1.616879 0.07 -0.01 -0.02
C -1.508444 3.811790 -2.537622 0.00 -0.01 0.00
C -1.879471 4.180112 -3.822075 -0.02 0.04 0.03
C -3.212775 4.145751 -4.197927 0.00 -0.01 0.00
C -4.179670 3.754452 -3.280722 -0.01 -0.02 -0.02
C -3.816125 3.399663 -1.993071 0.00 0.02 0.02
C -1.686786 1.393047 0.593870 0.10 0.00 -0.01
C -1.886892 0.060968 0.161179 0.07 0.00 -0.06
N -1.269318 -0.708498 1.069007 0.03 0.12 0.02
N -0.728384 0.105040 1.979686 0.00 0.20 0.24
N -0.990256 1.361094 1.722830 -0.07 -0.08 -0.16
P -2.647046 -0.770999 -1.296604 -0.03 0.02 -0.01
Se -0.969929 -2.606468 0.927740 -0.07 -0.17 0.27
C -4.205692 0.167585 -1.421473 -0.01 0.01 0.03
C -4.894440 0.171449 -2.636175 0.01 -0.01 -0.01
C -6.165346 0.715744 -2.723796 0.00 0.00 0.00
C -6.782842 1.236123 -1.593661 0.00 0.01 0.00
C -6.124399 1.199070 -0.374381 0.00 0.00 -0.01
C -4.846579 0.665303 -0.286606 0.02 0.01 -0.06
C -1.469739 -0.111780 -2.539837 0.00 -0.02 0.00
C -0.184604 -0.661526 -2.451381 -0.02 0.00 -0.01
C 0.798464 -0.289751 -3.352441 0.01 0.00 0.01
C 0.501414 0.604180 -4.374737 0.00 0.00 0.00
C -0.775208 1.131285 -4.478176 0.00 -0.02 -0.02
C -1.758199 0.787585 -3.557860 0.02 -0.04 0.00
H 0.561367 2.186667 -0.815069 -0.01 -0.03 0.00
H 2.838834 3.065960 -0.539689 0.00 0.00 0.00
H 3.220384 5.145058 0.749038 0.00 0.00 0.00
H 1.309059 6.345884 1.751109 0.00 0.00 0.00
H -0.994196 5.457269 1.476658 0.00 0.01 0.00
H -0.465021 3.855826 -2.262061 -0.01 0.01 -0.01
H -1.121338 4.500805 -4.524575 0.00 0.00 0.00
H -3.502368 4.439504 -5.198943 0.00 0.00 0.00
H -5.224804 3.745474 -3.559775 -0.01 -0.01 0.00
H -4.576138 3.151176 -1.265819 0.00 -0.01 0.00
H -4.441596 -0.262527 -3.519963 0.00 0.00 0.00
H -6.680227 0.722147 -3.676156 0.00 0.00 0.00
H -7.777189 1.657608 -1.662372 0.00 0.00 0.00
H -6.594818 1.598238 0.514450 0.00 0.00 0.01
H -4.358667 0.654651 0.678954 0.02 -0.01 0.03
H 0.039504 -1.396611 -1.683173 0.01 0.00 0.00
H 1.788920 -0.718572 -3.270861 0.00 -0.01 0.00
H 1.262600 0.879588 -5.093280 0.00 0.00 0.00
H -1.012164 1.828313 -5.271544 0.00 -0.01 0.00
H -2.738171 1.239708 -3.634153 -0.01 0.01 0.00
C 1.424298 1.335257 3.163272 0.04 0.06 0.24
O 0.418123 0.636250 3.948001 0.01 -0.07 -0.28
C -0.380648 -0.240883 3.396887 -0.05 -0.01 -0.10
O -0.939842 -1.138868 3.917639 -0.01 -0.04 0.08
H 2.192010 1.601312 3.884022 0.00 -0.05 0.01
H 0.989555 2.225355 2.717456 0.02 -0.04 -0.01
H 1.839345 0.657089 2.422437 -0.02 0.04 -0.07
```
Positions in Å, forces in eV/Å.

Results
Kohn-Sham gap = 0.2556 hartree
E_HOMO = -0.277 Eh

***

No. 5
ORCA calculation (ωB97M-V/def2-TZVPD) on a structure of composition C4H7CsO3 in a non-equilibrium geometry.

Geometry as XYZ:
```
15
Properties=species:S:1:pos:R:3:forces:R:3
O 0.703301 0.631858 -1.065047 -1.89 -2.49 2.97
C 1.060463 0.960594 -2.308496 -0.20 -0.45 -1.24
H 1.391463 1.991162 -2.434434 -0.16 -0.46 0.12
H 0.779623 0.289669 -3.123012 0.17 0.33 0.28
O -0.182723 -0.865903 0.561022 0.04 0.43 -0.10
O -0.204798 -1.512164 -1.549223 0.39 1.18 0.48
C 0.017483 -0.665551 -0.707213 1.39 0.80 -2.74
C -0.834466 0.126264 1.402488 0.01 0.38 0.14
H -1.306680 0.875318 0.757863 0.13 -0.11 0.13
H -1.612737 -0.442192 1.921914 0.14 0.16 -0.12
Cs -1.148226 -4.796561 -3.670228 0.07 0.20 0.14
C 0.155052 0.732439 2.368035 0.09 0.11 0.10
H 0.989417 1.207149 1.835939 -0.24 -0.13 0.11
H -0.357217 1.500504 2.961386 0.14 -0.18 -0.07
H 0.550045 -0.032587 3.049008 -0.08 0.22 -0.18
```
Positions in Å, forces in eV/Å.

Results
Kohn-Sham gap (spin up / spin down) = 0.2251 / 0.3664 hartree
E_HOMO (spin up / spin down) = -0.364 / -0.505 Eh
2S+1 = 2
net charge = +1

***

No. 6
ORCA calculation (ωB97M-V/def2-TZVPD) on the molecule C3H7N3O2 in a non-equilibrium geometry.

Geometry as XYZ:
```
15
Properties=species:S:1:pos:R:3:forces:R:3
C 1.349848 2.353827 -0.013382 -0.23 0.23 -0.09
N 0.612535 1.142273 -0.013300 -1.34 -0.21 -0.06
C 0.202736 -1.370936 0.066827 1.33 -1.73 1.86
N -0.095440 -2.619180 -0.390522 -0.84 -0.71 -0.57
C -0.624277 0.861964 -0.004870 2.36 2.19 -0.43
O -2.177617 -0.880568 -0.297085 0.67 -0.19 0.48
N -0.900544 -0.473438 0.156696 0.09 -0.91 -0.06
O 1.334755 -1.238791 0.525456 -1.31 0.96 -0.64
H -2.645049 -1.037871 0.540332 -0.02 0.02 -0.37
H 0.670614 -3.253585 -0.197361 -0.25 0.19 0.00
H -1.008623 -2.988498 -0.189212 -0.19 0.00 -0.38
H -1.484688 1.534929 -0.147805 0.06 -0.24 0.27
H 1.987960 2.363532 -0.903307 -0.08 0.07 0.11
H 0.757226 3.267593 0.014670 -0.16 0.29 -0.02
H 2.020566 2.338748 0.852862 -0.08 0.06 -0.11
```
Positions in Å, forces in eV/Å.

Results
Kohn-Sham gap = 0.3282 hartree
E_HOMO = -0.309 Eh
SMILES = C/N=C/N(O)C(N)=O